Computed, not measured: the molecule C2H6O2, with ωB97M-V/def2-TZVPD.

Geometry (Å):
O -1.33665 -0.81517 -0.04417
C -0.63309 0.37315 -0.26726
C 0.85050 0.34848 0.14762
O 1.36978 -0.89170 -0.19864
H -1.34745 -0.90974 0.97354
H -0.61199 0.50500 -1.32918
H -1.17255 1.27103 0.11718
H 0.93349 0.50290 1.28611
H 1.28514 1.17122 -0.42405
H 0.66281 -1.55516 -0.26116

Atoms 1-3, force components in eV/Å:
0.07 -0.56 3.14
0.17 1.57 -0.24
-1.85 -0.08 1.66

ΔE to the lowest compared entry with this formula, charge and spin: 83.0 kJ/mol
E: -230.2490 hartree
Kohn-Sham gap: 11.1 eV
Strongest force on any atom: 0.0620 Eh/bohr
Multiplicity: 1
SMILES: OCCO